Formula: C2HCl3O
Source: OMol25
Level of theory: ωB97M-V/def2-TZVPD

Last column: Mulliken charge in e.
Atoms and positions in Å:
O  0.162233  0.043969  1.813428  -0.29
C  0.273322  -0.483546  0.819203  -0.11
C  -0.253064  0.250213  -0.497670  0.42
Cl  1.219037  0.885757  -1.293442  -0.13
Cl  -1.282222  1.525909  0.061940  -0.10
Cl  -1.106939  -0.878217  -1.612904  -0.14
H  0.987633  -1.344084  0.709445  0.35

Forces on atoms 1 to 2 (eV/Å):
-0.998 2.421 5.828
1.962 -2.151 -5.537

Output
Structure (SMILES) ... O=CC(Cl)(Cl)Cl
HOMO energy ... -0.393 Ha
Total charge ... 0
Orbital gap ... 11.06 eV

=====

Formula: C4H12NOS
Source: OMol25
Level of theory: ωB97M-V/def2-TZVPD

Last column: Mulliken charge in e.
Atoms and positions in Å:
C  -1.974251  2.036271  -1.208487  -1.13
C  -0.744689  1.958145  -0.284929  -0.35
C  -0.710794  0.677342  0.611393  -0.35
S  0.790854  0.609760  1.659616  -0.22
H  -1.879064  2.982905  -1.849446  0.29
H  -2.952833  2.058785  -0.716510  0.32
H  -1.942388  1.182245  -1.903171  0.32
H  0.145935  1.989826  -0.896947  0.30
H  -0.698889  2.879661  0.411280  0.30
H  -0.705071  -0.188972  -0.113259  0.19
H  -1.599637  0.575790  1.240562  0.39
H  0.829491  -1.427107  1.906697  0.29
N  2.218375  -1.634514  -0.330521  -0.50
C  1.216230  -2.561925  0.198516  -0.22
O  0.947369  -2.399299  1.524150  -0.56
H  3.167114  -1.916654  -0.086262  0.25
H  1.991387  -0.771487  0.176075  0.13
H  0.305936  -2.471846  -0.378033  0.23
H  1.594925  -3.578925  0.039276  0.33

Forces on atoms 1 to 2 (eV/Å):
0.636 0.932 -0.974
-0.708 0.979 1.819

Output
HOMO energy (alpha / beta) ... -0.352 / -0.346 Ha
Total charge ... 0
Multiplicity ... 2
⟨S²⟩ ... 0.753
Orbital gap (alpha / beta) ... 10.42 / 6.76 eV

=====

Formula: C19H20N2O4S
Source: OMol25
Level of theory: ωB97M-V/def2-TZVPD

Last column: Mulliken charge in e.
Atoms and positions in Å:
C  4.773529  2.592966  -0.514664  -0.99
H  4.833933  3.028647  0.395304  0.44
H  4.116501  3.141547  -1.260484  0.35
H  5.761437  2.737885  -1.059485  0.27
O  4.607935  1.015728  -0.697565  -0.46
C  3.387363  0.587933  0.048365  0.43
C  3.299904  -0.858864  0.257732  1.76
C  2.245841  -1.304673  0.552430  -0.43
C  1.165296  -0.492863  1.033136  -1.09
C  1.304531  0.807868  0.997376  0.71
C  2.327947  1.650421  0.462920  -1.43
H  2.308681  2.621080  0.263214  0.96
C  0.153585  1.537596  1.386321  -1.85
H  -0.694610  1.195350  1.842441  0.98
H  0.476260  2.277566  2.231929  0.30
C  -0.350568  2.708198  0.580961  0.36
O  0.393847  3.587400  0.291818  -0.64
N  -1.477420  2.470725  -0.145749  0.07
C  -2.228487  1.551746  -0.266757  0.36
C  -3.726064  1.761804  -0.053486  -1.41
C  -4.623615  0.645982  -0.249724  0.40
C  -4.238498  -0.592239  -0.025374  0.19
C  -2.759160  -0.822356  -0.184327  -0.35
C  -1.936657  0.173208  -0.087704  -0.04
H  -0.816726  0.109877  -0.585759  0.12
H  -2.317792  -1.931763  -0.291972  0.24
N  -5.103406  -1.807040  -0.157620  -0.58
C  -6.240140  -0.944927  -0.148837  0.74
C  -7.625727  -1.899887  0.033384  -1.56
H  -8.128405  -1.649920  -0.868580  0.41
H  -7.319603  -2.817687  -0.135739  0.42
H  -8.138914  -1.637165  0.694436  0.56
S  -6.281735  0.713625  -0.089297  -0.23
H  -4.078728  2.604335  -0.172222  0.59
H  -1.770784  3.261359  -0.765134  0.35
H  0.417926  -0.812721  1.620814  0.87
O  2.074224  -2.645800  0.705941  -0.50
C  3.004231  -3.604460  0.789389  -1.00
H  2.582190  -4.522762  0.908963  0.34
H  3.856375  -3.300975  1.085443  0.47
H  3.214800  -3.766361  -0.400197  0.22
O  4.321932  -1.428371  -0.092066  -0.52
C  4.665372  -1.479863  -1.680423  -0.81
H  5.046315  -0.582073  -1.980551  0.45
H  3.791418  -1.663404  -2.389572  0.29
H  5.725654  -2.216691  -1.879024  0.22

Forces on atoms 1 to 2 (eV/Å):
1.257 -2.893 -6.860
-0.312 0.484 3.244

Output
HOMO energy ... -0.285 Ha
Total charge ... 0
Orbital gap ... 8.09 eV

=====

Formula: CH3NO2S
Source: OMol25
Level of theory: ωB97M-V/def2-TZVPD

Last column: Mulliken charge in e.
Atoms and positions in Å:
C  0.114699  -0.143155  -0.080328  -0.77
S  1.321627  -1.422278  -0.460752  0.14
N  0.993595  -2.661053  0.559935  0.59
O  -0.057996  -2.463210  1.850093  -0.51
O  1.527255  -3.721482  0.479950  -0.41
H  -0.866319  -0.475007  -0.403270  0.30
H  0.437018  0.719696  -0.657909  0.34
H  0.126131  0.063388  0.984441  0.31

Forces on atoms 1 to 2 (eV/Å):
-0.052 -0.559 0.371
0.517 1.122 -1.267

Output
Structure (SMILES) ... CS[N+](=O)[O-]
HOMO energy ... -0.366 Ha
Total charge ... 0
Orbital gap ... 8.92 eV

=====

Energy above the lowest of the compared OMol25 structures with the same formula, charge and spin readings, ordered: 0.273; 0.857; 19.040; 5.378 eV